[1]
Formula: C40H33N2PPdSe2Te
Source: the Open Molecules 2025 dataset
Level of theory: ωB97M-V with the def2-TZVPD basis set

The geometry in XYZ format:
```
80
C40H33N2PPdSe2Te (ωB97M-V with the def2-TZVPD basis set)
Pd 1.12947 -0.72795 0.23223
Se 3.87880 -1.91138 1.14090
Se 1.85546 -3.13854 1.05770
C 0.75238 -2.28754 2.40650
C 0.47361 -2.90708 3.60215
C -0.39685 -2.26264 4.47626
C -0.94985 -1.05309 4.10327
C -0.62581 -0.50261 2.87075
N 0.21923 -1.11307 2.04161
C 3.79677 -1.26967 -0.67688
C 4.91018 -1.44085 -1.47689
C 4.85721 -1.01565 -2.79859
C 3.68158 -0.47217 -3.28291
C 2.60636 -0.33476 -2.42472
N 2.66664 -0.69751 -1.13946
H 0.92548 -3.85957 3.84083
H -0.63716 -2.70926 5.43185
H -1.63117 -0.52182 4.75256
H -1.04218 0.44002 2.54613
H 5.79124 -1.92389 -1.07876
H 5.71743 -1.13892 -3.44262
H 3.58456 -0.15550 -4.31119
H 1.66687 0.08309 -2.76051
Te -0.60562 -2.52556 -1.78566
C -2.39694 -1.65714 -2.48535
C -3.65018 -2.14197 -2.13442
C -4.78886 -1.53159 -2.64694
C -4.67957 -0.45350 -3.51361
C -3.42423 0.01504 -3.87663
C -2.28260 -0.58169 -3.36156
C -1.33052 -3.47948 -0.04938
C -2.22670 -2.83052 0.80036
C -2.69971 -3.47568 1.93145
C -2.25227 -4.75536 2.24445
C -1.34297 -5.39258 1.41536
C -0.89387 -4.76466 0.25613
H -3.75032 -2.99840 -1.48115
H -5.76455 -1.91530 -2.37907
H -5.56874 0.01138 -3.91714
H -3.33516 0.84419 -4.56659
H -1.30676 -0.20655 -3.65332
H -2.57639 -1.83172 0.56412
H -3.42548 -2.98400 2.56699
H -2.62775 -5.26201 3.12390
H -1.00918 -6.39609 1.64423
H -0.22836 -5.29161 -0.41699
C 1.85692 3.28475 -3.87100
C 0.55726 2.86478 -3.62433
C 0.21024 2.36465 -2.37679
C 1.17379 2.27803 -1.37235
C 2.48231 2.69674 -1.62671
C 2.81803 3.20564 -2.87009
P 0.79239 1.52319 0.21789
C -0.95295 1.82065 0.55637
C -1.89276 1.02151 -0.09728
C -3.24650 1.21477 0.12375
C -3.66507 2.19668 1.01397
C -2.73330 2.98617 1.67495
C -1.37569 2.80504 1.44848
C 1.77981 2.38630 1.44497
C 1.86476 3.78050 1.40264
C 2.56953 4.45939 2.38254
C 3.19617 3.75567 3.40337
C 3.12278 2.37047 3.44429
C 2.41642 1.68455 2.46774
H 2.11962 3.68688 -4.84040
H -0.19564 2.94380 -4.39727
H -0.81224 2.06215 -2.18972
H 3.23565 2.63361 -0.85034
H 3.82757 3.54574 -3.05842
H -1.56377 0.24618 -0.77772
H -3.96837 0.60044 -0.40050
H -4.72118 2.34768 1.19393
H -3.06371 3.74853 2.36747
H -0.65620 3.41975 1.97355
H 1.38343 4.33645 0.60706
H 2.63219 5.53851 2.34795
H 3.74901 4.28948 4.16450
H 3.62155 1.82395 4.23335
H 2.37446 0.60255 2.49476
```

Total charge = +2
Kohn-Sham gap = 6.02 eV
2S+1 = 1

[2]
Formula: C6H11F2NO2S
Source: the Open Molecules 2025 dataset
Level of theory: ωB97M-V with the def2-TZVPD basis set

The geometry in XYZ format:
```
23
C6H11F2NO2S (ωB97M-V with the def2-TZVPD basis set)
C 0.18680 1.06868 -1.82322
C 0.01881 -0.22732 -1.58557
C 1.62518 2.84245 -1.05525
C -0.10491 -2.80074 2.43626
C 1.40702 1.89551 -2.20024
C -1.13634 -0.73675 -0.91583
N -1.39055 -2.07373 2.26237
O -2.61049 0.27148 2.10648
O -0.13126 0.17917 2.22785
F -1.34191 -2.07711 -0.58807
F -2.33562 -0.25036 -1.18344
S -1.35946 -0.43810 1.72858
H -0.72834 1.64605 -1.76730
H 0.79856 -1.02328 -1.56369
H 1.17367 2.44827 -0.06158
H 2.66255 3.07699 -0.91427
H 1.04350 3.75404 -1.21726
H 0.25620 -3.46307 1.59220
H 0.69335 -1.99867 2.46617
H -0.03843 -3.20983 3.46365
H 1.35425 2.50509 -3.19874
H 2.21716 1.22405 -2.25231
H -2.25972 -2.61283 2.04321
```

Total charge = 0
Kohn-Sham gap (alpha / beta) = 6.79 / 7.87 eV
2S+1 = 1

[3]
Formula: C17H18BN7O2S2Sr
Source: the Open Molecules 2025 dataset
Level of theory: ωB97M-V with the def2-TZVPD basis set

The geometry in XYZ format:
```
48
C17H18BN7O2S2Sr (ωB97M-V with the def2-TZVPD basis set)
C 2.88258 -0.25283 0.00502
N 1.59791 -0.23332 -0.45155
N 1.64642 0.17462 -1.77758
C 2.93672 0.28332 -2.15862
C 3.74808 0.03539 -1.06488
B 0.43018 0.34702 -2.74736
N -0.54594 -0.80402 -2.35141
N -0.77931 -1.26805 -1.06069
C -1.61150 -2.34060 -1.17961
C -1.85334 -2.59546 -2.53818
C -1.14736 -1.62639 -3.24232
Sr 0.36690 -1.65830 1.23399
N -0.19121 1.79989 -2.74724
N -0.68356 2.33328 -1.59903
C -1.17304 3.54435 -1.86888
C -0.96350 3.83852 -3.24376
C -0.33541 2.70095 -3.76657
H -1.64868 4.16131 -1.12588
H 0.02898 2.45696 -4.75406
H -1.23312 4.74478 -3.73755
H 0.81633 0.19194 -3.88869
H -1.03812 -1.45635 -4.30556
H 3.17304 0.55508 -3.17480
H -2.49912 -3.33754 -2.97705
H 4.82212 0.11053 -1.05034
H -2.01214 -2.84455 -0.29667
H 3.09856 -0.40560 1.06668
H -1.95147 -1.10992 1.37856
C -1.80469 -1.59341 2.38744
H -2.83556 -1.86531 2.66106
H -1.18073 -2.54186 2.36615
H -1.35997 -0.94374 3.14433
O 1.32418 3.78912 6.66292
S 2.09453 2.58598 6.43096
O 3.44274 2.50056 6.93584
N 2.00180 2.13678 4.81860
C 1.24167 1.07890 4.56280
S 0.87363 0.61464 2.98385
C 0.74800 0.41891 5.78255
C -0.03206 -0.73714 5.94514
C -0.39812 -1.11497 7.23473
C 0.02466 -0.36346 8.34815
C 0.80701 0.78968 8.18639
C 1.15855 1.14133 6.90204
H -0.32084 -1.29419 5.05764
H -1.02924 -2.00180 7.37278
H -0.27007 -0.67443 9.34713
H 1.12951 1.42839 9.00952
```

Total charge = +2
Kohn-Sham gap (alpha / beta) = 5.16 / 4.98 eV
2S+1 = 1

[4]
Formula: C32H29BrMoN3OP
Source: the Open Molecules 2025 dataset
Level of theory: ωB97M-V with the def2-TZVPD basis set

The geometry in XYZ format:
```
68
C32H29BrMoN3OP (ωB97M-V with the def2-TZVPD basis set)
Mo 0.56648 -0.08312 -0.10304
C -1.78678 3.09480 1.77176
C -1.04715 2.19850 0.85311
N -0.64629 1.01630 1.16161
N -0.89699 0.47665 2.41471
C -0.34111 -0.70865 2.50772
O 0.32427 -1.23462 1.48311
C -0.46789 -1.49764 3.72667
C -0.04256 -2.82609 3.70490
C -0.16666 -3.61001 4.83864
C -0.70829 -3.06492 5.99457
C -1.12585 -1.73694 6.02148
C -1.01002 -0.95016 4.89127
C -0.72390 2.56166 -0.54064
C -1.14383 3.73485 -1.12375
C -0.86768 3.96249 -2.46603
C -0.18282 2.99838 -3.18247
C 0.22103 1.84726 -2.53377
N -0.02938 1.62844 -1.23553
H -1.82384 2.66633 2.76686
H -2.80863 3.24382 1.41112
H -1.30468 4.07410 1.80948
H 0.38726 -3.23569 2.80033
H 0.16104 -4.64131 4.82607
H -0.80484 -3.67712 6.88225
H -1.53930 -1.31961 6.92983
H -1.32968 0.08322 4.89902
H -1.69045 4.45813 -0.53363
H -1.18581 4.88045 -2.94386
H 0.05153 3.13173 -4.22938
H 0.78450 1.08555 -3.05100
Br 2.37222 1.45605 1.44240
C 3.92114 0.85593 0.50768
C 5.15775 1.15025 0.98828
C 6.28078 0.65027 0.29212
C 6.11257 -0.11081 -0.82882
C 4.81848 -0.40231 -1.32221
C 4.62966 -1.19883 -2.48267
C 3.38030 -1.47706 -2.95468
C 2.25316 -0.94447 -2.29126
C 2.37275 -0.19391 -1.13607
C 3.68155 0.09509 -0.64604
H 5.28363 1.74532 1.88336
H 7.27218 0.86857 0.66530
H 6.97242 -0.50761 -1.35453
H 5.50409 -1.57799 -2.99917
H 3.24940 -2.07501 -3.84679
H 1.28053 -1.13549 -2.73056
C -0.85959 -2.52556 -2.58696
P -1.21652 -1.49476 -1.14011
C -1.92099 -2.66205 0.05318
C -2.55922 -0.37048 -1.59867
C -2.80500 -0.02044 -2.92401
C -3.79015 0.91053 -3.22752
C -4.52723 1.50134 -2.21159
C -4.28302 1.16066 -0.88533
C -3.29869 0.23366 -0.57684
H -0.63431 -1.93052 -3.47044
H -1.73818 -3.13876 -2.78544
H -0.00879 -3.17194 -2.37262
H -2.79445 -3.13065 -0.39965
H -2.21240 -2.17086 0.97872
H -1.17407 -3.41977 0.28737
H -2.25250 -0.48284 -3.73336
H -3.99244 1.16130 -4.26120
H -5.30210 2.21724 -2.45278
H -4.87192 1.60437 -0.09259
H -3.12267 -0.02526 0.46206
```

⟨S²⟩ = 2.025
Total charge = +2
Kohn-Sham gap (alpha / beta) = 6.71 / 6.38 eV
2S+1 = 3

[5]
Formula: C13H20Cl5IN4Pd
Source: the Open Molecules 2025 dataset
Level of theory: ωB97M-V with the def2-TZVPD basis set

The geometry in XYZ format:
```
44
C13H20Cl5IN4Pd (ωB97M-V with the def2-TZVPD basis set)
Pd -0.99243 -0.05888 0.31078
N -1.73364 -2.37452 0.14391
C -0.59727 -3.30051 -0.02496
C 0.44021 -2.67932 -0.93645
N 0.88022 -1.36313 -0.42870
C 1.84433 -1.53318 0.68876
C 1.47104 -0.70487 1.89525
N 0.03448 -0.90935 2.18203
C 1.41584 -0.48490 -1.48884
C 0.38931 -0.25365 -2.59486
N -0.99516 -0.22311 -2.05739
H -2.28137 -2.61942 0.96294
H -2.37280 -2.46239 -0.63894
H -0.90536 -4.26166 -0.43700
H -0.16864 -3.51104 0.95476
H 0.02266 -2.56647 -1.93493
H 1.29703 -3.35169 -1.03873
H 2.85479 -1.28458 0.36064
H 1.86055 -2.58592 0.97193
H 1.62672 0.35416 1.69617
H 2.10924 -0.97882 2.73622
H -0.23083 -0.42541 3.03010
H -0.16232 -1.89336 2.32724
H 2.33374 -0.89512 -1.92361
H 1.67667 0.46137 -1.01310
H 0.47573 -1.01021 -3.37252
H 0.61249 0.69874 -3.06982
H -1.45935 -1.10405 -2.23437
H -1.54511 0.48263 -2.52675
Cl -0.27472 1.97362 3.31608
C 0.14004 2.65159 1.77704
C -0.33269 2.11618 0.56294
C -0.18455 3.01600 -0.57101
Cl -1.21891 2.83320 -1.91342
C 0.71815 4.06125 -0.62282
Cl 0.99610 4.96583 -2.03884
C 1.36241 4.40541 0.56729
Cl 2.45288 5.65967 0.60854
C 1.01448 3.72186 1.80377
Cl 1.74220 4.24807 3.22213
I -3.40366 0.45835 1.93504
C -3.38452 0.23015 -0.11798
H -3.61397 1.15519 -0.63178
H -3.91401 -0.65770 -0.43674
```

⟨S²⟩ = 6.040
Total charge = +2
Kohn-Sham gap (alpha / beta) = 7.81 / 5.72 eV
2S+1 = 5

[6]
Formula: C25H45F3GdO3P2S
Source: the Open Molecules 2025 dataset
Level of theory: ωB97M-V with the def2-TZVPD basis set

The geometry in XYZ format:
```
80
C25H45F3GdO3P2S (ωB97M-V with the def2-TZVPD basis set)
Gd -0.24265 -0.48833 -0.61094
C -2.27486 1.88433 0.56975
C -2.75431 1.01346 -0.45793
C -2.62272 -0.18442 1.50516
C -2.31362 1.16121 1.79305
C -2.87451 -0.31410 0.11105
C -1.95627 3.32460 0.43295
H -1.65493 3.55937 -0.59963
H -1.12276 3.58958 1.10333
H -2.82100 3.95868 0.69121
C -2.21144 1.71874 3.14682
H -2.04219 2.79842 3.10884
H -1.39982 1.24213 3.70916
H -3.15493 1.56509 3.68666
C -2.85631 -1.25728 2.48356
H -3.91296 -1.28764 2.78510
H -2.24890 -1.10182 3.37240
H -2.61632 -2.23474 2.05224
C -3.24489 -1.59701 -0.55089
H -4.31782 -1.66885 -0.78496
H -2.95846 -2.44922 0.08177
H -2.70137 -1.72189 -1.49504
C -3.37812 1.47894 -1.71328
H -4.38974 1.86778 -1.52207
H -3.46106 0.67524 -2.44291
H -2.80216 2.28850 -2.16306
C 1.65267 0.59747 -1.63695
C 0.53293 1.40160 -1.85438
C -0.09713 1.65042 -3.19254
C -1.03644 0.54647 -3.75773
C -1.09734 -0.73268 -2.97113
C 0.02812 -1.52562 -2.76196
C 1.33300 -1.21024 -3.47010
C 2.28014 -0.22325 -2.73856
H 0.66588 1.83437 -3.96324
H -0.72982 0.32799 -4.79886
H -0.69989 2.57035 -3.12538
H 2.70716 0.43769 -3.51041
H 2.34001 0.79663 -0.79693
H 0.24581 2.14012 -1.08950
H 3.12292 -0.78472 -2.30343
H 1.87579 -2.14608 -3.64786
H -0.14392 -2.59251 -2.58184
H 1.12820 -0.79775 -4.46493
H -2.05888 0.94783 -3.84051
H -2.06562 -1.23869 -3.10518
P 1.88904 2.50500 1.01732
C 1.56947 3.41766 2.55995
H 2.43153 4.07240 2.73958
H 1.44436 2.70679 3.38529
H 0.65008 4.00679 2.44043
C 3.59956 1.91965 1.29847
H 4.17844 2.76004 1.69622
H 4.03833 1.59579 0.34782
H 3.61462 1.07344 1.99737
C 2.20349 3.91124 -0.12341
H 2.48004 3.53565 -1.11857
H 3.01794 4.51599 0.29474
H 1.28382 4.51023 -0.20161
P 1.03702 -3.10979 -0.38858
C -0.10914 -4.48173 -0.78701
H 0.47207 -5.31062 -1.20275
H -0.88372 -4.18200 -1.50345
H -0.59148 -4.78530 0.15091
C 2.60812 -3.34824 -1.28122
H 2.52417 -3.22801 -2.36303
H 2.96782 -4.35600 -1.05234
H 3.32762 -2.60910 -0.90119
C 1.60845 -3.66718 1.22797
H 2.04226 -4.66019 1.05846
H 0.77034 -3.73658 1.92837
H 2.36816 -2.98726 1.63000
F 0.89769 -1.41633 5.40415
C 0.76497 -1.87735 4.14449
F 1.51794 -2.99019 4.01942
F -0.53104 -2.27113 4.00539
S 1.22859 -0.52492 2.91637
O 0.85230 0.68062 3.61711
O 2.64594 -0.76159 2.70924
O 0.43174 -0.72798 1.65319
```

⟨S²⟩ = 16.717
Total charge = +1
Kohn-Sham gap (alpha / beta) = 5.33 / 6.77 eV
2S+1 = 8

[7]
Formula: C6H11N4
Source: the Open Molecules 2025 dataset
Level of theory: ωB97M-V with the def2-TZVPD basis set

The geometry in XYZ format:
```
21
C6H11N4 (ωB97M-V with the def2-TZVPD basis set)
C -1.73551 -2.70407 -0.08673
C -1.79894 0.87748 0.49074
C 2.79657 0.19517 0.22451
C -2.08770 -1.49698 0.21829
C -2.62268 2.05103 -0.14541
C 2.77678 -1.28709 0.19053
N -0.42410 0.92874 0.03098
N -2.48752 -0.35396 0.42197
N 1.73704 0.83641 0.45558
N 0.55633 0.66139 0.80761
H -1.18512 -3.45225 0.67751
H -1.66109 -3.03864 -1.09501
H -1.62280 1.05373 1.60735
H 3.73097 0.72378 -0.20867
H -3.12776 1.80529 -1.10953
H -3.50010 2.14090 0.66806
H -1.91465 2.82504 -0.21307
H 3.21488 -1.52343 -0.80465
H 3.59660 -1.69069 0.82035
H 1.77415 -1.55487 0.55852
H -0.30324 0.81777 -0.95131
```

Total charge = +1
Kohn-Sham gap = 7.38 eV
SMILES string = C=C=N[C@H](C)NN=[N+]=CC
2S+1 = 1

[8]
Formula: BF4H14O7
Source: the Open Molecules 2025 dataset
Level of theory: ωB97M-V with the def2-TZVPD basis set

The geometry in XYZ format:
```
26
BF4H14O7 (ωB97M-V with the def2-TZVPD basis set)
B -0.55888 -0.00669 1.18692
F 0.07212 -0.94469 2.00992
F -0.18588 1.26931 1.67892
F -0.11888 -0.14869 -0.11908
F -1.95388 -0.16269 1.20792
O 1.68412 0.97031 -2.11808
H 1.89112 1.08731 -1.20908
H 1.77112 0.05131 -2.13708
O -0.50988 -1.65669 -2.13608
H -0.05488 -1.15969 -1.41608
H -1.27288 -2.13169 -1.85908
O -3.26488 0.21631 -1.24508
H -2.70388 0.17831 -0.45608
H -4.06888 0.21131 -0.71408
O 2.46312 1.59231 0.44792
H 2.62512 2.51531 0.20492
H 1.78112 1.57431 1.11192
O -1.82088 -3.11369 1.20692
H -1.06988 -3.26569 0.61292
H -1.54788 -2.39169 1.74692
O 3.20512 -1.08469 1.12992
H 3.95012 -0.79369 0.59992
H 2.75112 -0.28469 1.37892
O -1.15788 2.85931 -0.33608
H -1.23488 2.30631 -1.10508
H -0.66988 2.31331 0.32692
```

Total charge = -1
Kohn-Sham gap = 10.44 eV
2S+1 = 1